Density functional theory data (ωB97M-V/def2-TZVPD) for one molecule with the formula C3H4N2OS at a distorted geometry.

Last column: Löwdin charge in e.
Geometry (Å):
C  0.691  -0.260  -0.050  -0.3868
C  -1.667  0.843  0.006  -0.4375
C  -1.946  -0.614  0.047  0.0271
N  -0.630  0.025  -0.091  -0.0604
N  3.188  0.044  -0.046  -0.4427
O  -2.035  1.974  0.005  0.1231
S  1.881  0.899  0.058  0.9225
H  0.988  -1.294  -0.155  0.0882
H  -2.167  -1.096  0.994  0.1069
H  -2.315  -1.144  -0.824  0.1052
H  4.011  0.622  0.056  -0.0455

Atoms 1-6, force components in eV/Å:
C 1.366 1.135 0.083
C -0.235 -0.086 -0.236
C -0.178 -0.415 0.072
N -0.375 0.235 0.000
N 0.171 -0.023 -0.030
O 0.024 0.420 0.126

Properties
Maximum force = 1.79 eV/A
Highest occupied orbital energy (alpha / beta) = -7.82 / -7.86 eV
E_tot = -19034.7679 eV
HOMO-LUMO gap (alpha / beta) = 7.38 / 7.41 eV



Density functional theory data (ωB97M-V/def2-TZVPD) for one molecule with the formula C3H4N2OS at a distorted geometry.

Last column: Löwdin charge in e.
Geometry (Å):
C  1.236  -0.073  -0.115  -0.4922
C  -0.010  -0.829  0.075  -0.0413
C  -0.976  0.122  0.125  -0.6506
H  3.151  0.069  -0.152  0.1783
H  -0.248  -1.935  0.009  0.1203
H  -2.718  -1.362  0.057  -0.1583
H  -0.754  2.203  0.157  0.1617
N  -0.339  1.258  0.062  -0.0669
N  1.073  1.228  -0.102  0.1192
O  2.398  -0.629  -0.022  0.0672
S  -2.813  -0.053  -0.092  0.7624

Atoms 1-6, force components in eV/Å:
C -2.732 -0.437 1.439
C 0.838 -2.190 -0.834
C -1.419 -1.106 -0.608
H -2.147 -1.733 0.363
H 0.900 1.622 0.119
H -0.107 -0.478 0.067

Properties
Maximum force = 5.44 eV/A
Highest occupied orbital energy = -8.78 eV
SMILES string = Oc1cc(S)[nH]n1
E_tot = -19037.2805 eV
HOMO-LUMO gap = 9.50 eV



Density functional theory data (ωB97M-V/def2-TZVPD) for one molecule with the formula C3H4N2OS at a distorted geometry.

Last column: Löwdin charge in e.
Geometry (Å):
C  -0.699  0.201  0.182  -0.4181
C  1.688  -0.804  0.031  -0.4835
C  1.940  0.569  -0.180  0.0316
N  0.626  -0.013  0.334  -0.0269
N  -3.045  -0.006  0.147  -0.4476
O  2.012  -1.951  0.038  0.1299
S  -1.859  -0.949  -0.128  0.9260
H  -1.123  1.219  0.340  0.0964
H  2.553  1.306  0.406  0.1309
H  1.869  0.757  -1.263  0.1220
H  -3.960  -0.326  0.095  -0.0607

Atoms 1-6, force components in eV/Å:
C -0.575 -0.123 -0.517
C -0.835 -2.089 1.573
C -0.056 2.279 -1.197
N 1.984 0.112 0.167
N -0.176 1.197 0.282
O 0.169 -0.060 -0.358

Properties
Maximum force = 2.75 eV/A
Highest occupied orbital energy (alpha / beta) = -7.59 / -7.80 eV
E_tot = -19034.1628 eV
HOMO-LUMO gap (alpha / beta) = 7.27 / 7.45 eV



Density functional theory data (ωB97M-V/def2-TZVPD) for one molecule with the formula C3H4N2OS at a distorted geometry.

Last column: Löwdin charge in e.
Geometry (Å):
C  0.134  -1.225  0.095  -0.2069
C  -1.545  0.405  -0.401  -0.5508
C  1.283  -0.448  0.096  -0.0591
N  -1.092  -0.947  -0.135  -0.0268
N  2.408  -0.143  -0.064  -0.1115
O  3.496  0.222  0.154  0.0611
S  -0.454  1.844  0.111  0.6631
H  0.209  -2.301  0.370  0.1298
H  -1.271  0.499  -1.557  0.1069
H  -2.630  0.581  -0.153  0.0817
H  -0.538  1.512  1.485  -0.0876

Atoms 1-6, force components in eV/Å:
C -2.686 -2.325 0.081
C 1.498 0.648 -2.948
C 2.549 1.122 -1.003
N 0.043 1.029 0.926
N -3.802 -1.340 1.809
O 2.718 1.001 -0.629

Properties
Maximum force = 4.42 eV/A
Highest occupied orbital energy = -9.09 eV
SMILES string = [O-][N+]#C/C=N\CS
E_tot = -19034.1605 eV
HOMO-LUMO gap = 8.74 eV



> The highest maximum force belongs to which entry?

number 2